Record 1
Density functional theory data (wB97M-V/def2-TZVPD) for a gas-phase ion, C4H9N2O2 (charge +1) in a non-equilibrium geometry.

Values from the calculation:
- Maximum force: 6.942 eV/A
- Electronic energy: -11360.266 eV
- Energy relative to the best compared isomer or geometry (same formula, charge and spin): 260.69 kJ/mol
- Gap between HOMO and LUMO: 0.3519 Ha
- LUMO: -3.3154 eV

```
! RIJCOSX wB97M-V def2-TZVPD def2/J DEFGRID3
* xyz 1 1
C -0.5757 1.7424 -0.0326
C -0.7688 -0.4815 1.0545
C 0.0198 -0.0469 -1.5148
C 0.4411 -1.0629 0.2968
N -1.0528 0.9134 0.9214
N 0.0052 1.3377 -1.0787
O 1.6157 -0.4391 0.6225
O 0.5650 -2.4648 0.2173
H -0.8307 2.7632 0.0657
H -1.6264 -1.0675 0.8338
H -0.4164 -0.5653 2.0550
H 0.7259 -0.2611 -2.3060
H -0.9632 -0.2642 -1.5783
H -1.2868 1.3009 1.8080
H 0.2910 2.0056 -1.7758
H 2.3838 -0.6401 0.2369
H 1.4734 -2.7699 0.1742
*
```

Record 2
Density functional theory data (wB97M-V/def2-TZVPD) for a single C10H9F3N2 molecule in a non-equilibrium geometry.

Values from the calculation:
- Maximum force: 3.428 eV/A
- Electronic energy: -21645.764 eV
- Energy relative to the best compared isomer or geometry (same formula, charge and spin): 44.08 kJ/mol
- Gap between HOMO and LUMO: 0.3443 Ha
- SMILES: N#C/C=C/[C@@]1(N)C=CC=C[C@H]1C(F)(F)F
- LUMO: 0.0911 eV

```
! RIJCOSX wB97M-V def2-TZVPD def2/J DEFGRID3
* xyz 0 1
N -1.7851 -1.1181 3.9632
C -1.1943 -0.5536 3.1493
C -0.7510 0.1933 2.0327
C -0.9486 -0.3999 0.8334
C -0.6786 0.1422 -0.6369
N -1.6750 -0.2377 -1.6415
C -0.7367 1.6388 -0.4636
C 0.3121 2.2508 0.0774
C 1.5974 1.5796 0.1394
C 1.8123 0.4328 -0.5015
C 0.6745 -0.3428 -1.1906
C 1.0271 -1.8404 -0.9415
F 2.1531 -2.3187 -1.3971
F 1.2384 -2.1588 0.4269
F 0.0644 -2.6588 -1.3567
H -0.3609 1.1740 2.2266
H -1.0596 -1.5025 0.9741
H -1.5877 -1.2218 -1.8479
H -2.6979 -0.0165 -1.2456
H -1.5959 1.9742 -0.9518
H 0.4308 3.3263 0.3240
H 2.2671 2.0937 0.7904
H 2.6754 -0.2521 -0.5024
H 0.8188 -0.1840 -2.2603
*
```

Record 3
Density functional theory data (wB97M-V/def2-TZVPD) for a single C3H5FO molecule in a non-equilibrium geometry.

Values from the calculation:
- Maximum force: 3.052 eV/A
- Electronic energy: -7956.455 eV
- Energy relative to the best compared isomer or geometry (same formula, charge and spin): 5.24 kJ/mol
- Gap between HOMO and LUMO: 0.3937 Ha
- SMILES: CC(=O)CF
- LUMO: 0.9342 eV

```
! RIJCOSX wB97M-V def2-TZVPD def2/J DEFGRID3
* xyz 0 1
C 1.0563 0.4984 0.6198
C 0.3098 -0.6355 0.0201
O 0.6802 -1.7681 -0.0708
C -1.1774 -0.2395 -0.6479
F -1.6157 0.9407 -0.1149
H 2.0901 0.1977 0.7761
H 0.9997 1.3739 -0.0247
H 0.5997 0.7603 1.5753
H -1.8997 -1.0199 -0.4111
H -1.0429 -0.1079 -1.7219
*
```

Record 4
Density functional theory data (wB97M-V/def2-TZVPD) for a molecular structure, C37H40Li2O17S in a non-equilibrium geometry.

Values from the calculation:
- Maximum force: 16.565 eV/A
- Electronic energy: -85059.873 eV
- Energy relative to the best compared isomer or geometry (same formula, charge and spin): 315.13 kJ/mol
- Gap between HOMO and LUMO: 0.2213 Ha
- LUMO: -1.2429 eV

```
! RIJCOSX wB97M-V def2-TZVPD def2/J DEFGRID3
* xyz 0 1
Li 2.6294 -1.8350 1.6064
Li -2.6005 0.0425 2.9931
S -0.0743 -0.3845 0.8329
O -0.4028 -1.0497 -0.4288
O 1.0341 -1.0350 1.4898
O 0.2522 0.9511 0.6877
O -1.2380 -0.4142 1.7675
C -1.2332 -5.1512 0.1499
O -0.4572 -4.0437 0.2096
H -1.7883 -5.5356 1.1259
H -0.5875 -6.1149 -0.2072
H -1.8905 -5.0631 -0.5890
H -0.6952 -3.4533 -0.4183
C 2.5043 1.7288 5.1744
C 1.5429 1.8446 4.2226
C 1.0480 2.9981 3.7168
C 1.3557 4.2050 4.5128
C 2.3921 4.2353 5.4894
C 2.8664 2.9747 5.8737
O 3.6341 2.9290 7.0430
O 0.0454 2.9903 2.8466
H 3.0774 0.7163 5.4839
H 1.3420 1.0683 3.6153
H 0.8676 5.1749 4.3413
H 2.4556 4.9259 6.1520
H 3.7253 2.0337 7.2920
H -0.0086 2.2886 2.2354
C -0.0725 3.0774 -2.3855
C -0.0591 3.4514 -3.7474
C -1.1258 4.3923 -4.1319
C -2.2457 4.6860 -3.2878
C -2.3292 4.1672 -1.9467
C -1.2107 3.3292 -1.4628
O -1.4273 2.8709 -0.2439
O -1.0738 4.8504 -5.4308
H 0.6412 2.2749 -1.7761
H 0.7149 3.2147 -4.4650
H -3.1039 5.3749 -3.6511
H -3.1113 4.3670 -1.2940
H -0.7002 2.3281 0.1283
H -1.3950 5.7344 -5.5910
C -5.0430 -1.9630 -0.9175
C -6.3445 -1.3090 -1.1009
C -6.2147 -0.0035 -1.4382
C -4.9542 0.7459 -1.5768
C -3.7923 0.0789 -1.3555
C -3.8268 -1.2783 -0.9621
O -2.6799 -2.0013 -0.7585
O -7.4153 0.7308 -1.6128
H -4.9584 -2.9656 -0.6096
H -7.3840 -1.8981 -1.2111
H -4.8182 1.6385 -1.7197
H -2.8765 0.5899 -1.5446
H -1.8707 -1.4210 -0.8153
H -7.6767 0.5289 -2.5632
C -0.0688 -3.6529 3.9031
C 0.0419 -4.9204 4.5113
C 0.2782 -5.0300 5.9871
C 0.3820 -3.8794 6.7646
C 0.1951 -2.5862 6.1201
C -0.0354 -2.5273 4.7520
O -0.3051 -1.2962 4.0848
O 0.5561 -6.2415 6.5380
H -0.3527 -3.6792 2.7964
H -0.2891 -5.8110 3.9746
H 0.3264 -3.7884 7.8180
H 0.1042 -1.8702 6.7865
H -0.3254 -1.1919 3.1954
H 0.7886 -6.8476 5.8339
C 4.5964 2.2558 -0.7784
C 5.5272 1.6607 -1.5048
C 5.2774 0.4799 -2.3782
C 3.8888 -0.0720 -2.3386
C 2.9703 0.5672 -1.4599
C 3.1747 1.7609 -0.6792
O 2.2920 2.3763 0.0769
O 6.2472 0.0437 -3.1022
H 4.8234 3.2382 -0.2008
H 6.3632 2.1260 -1.6279
H 3.4657 -0.7551 -3.0064
H 1.9504 0.2540 -1.3947
H 1.6228 1.9361 0.3417
H 5.7637 -0.5369 -3.6977
C 1.2890 -2.1528 -4.8841
C 1.0587 -1.8235 -6.1319
C 0.3588 -0.6137 -6.4345
C -0.2384 0.0935 -5.3104
C 0.0926 -0.2294 -3.9788
C 0.8490 -1.5005 -3.7568
O 1.0632 -2.0221 -2.5467
O 0.0024 -0.2659 -7.7002
H 2.0605 -3.0978 -4.8573
H 1.5352 -2.6501 -6.8763
H -0.8208 0.7312 -5.6260
H 0.0099 0.2514 -3.1264
H 0.5967 -1.7873 -1.9511
H -0.5583 0.4355 -7.8823
*
```

Record 5
Density functional theory data (wB97M-V/def2-TZVPD) for 9 unconnected molecules or ions with the total composition C3H23NO9 in a non-equilibrium geometry.

Values from the calculation:
- Maximum force: 3.679 eV/A
- Electronic energy: -23402.128 eV
- Energy relative to the best compared isomer or geometry (same formula, charge and spin): 16.78 kJ/mol
- Gap between HOMO and LUMO: 0.3573 Ha
- SMILES: CCNC=O.O.O.O.O.O.O.O.O
- LUMO: -0.0485 eV

```
! RIJCOSX wB97M-V def2-TZVPD def2/J DEFGRID3
* xyz 0 1
C 0.6795 2.8580 -1.1357
C 0.7987 1.4380 -1.6756
N 1.3610 0.5195 -0.6724
C 0.6233 0.1619 0.3969
O 1.2697 -0.1004 1.4305
H 1.6404 3.0984 -0.6831
H 0.0462 2.7376 -0.2288
H 0.2561 3.5122 -1.9314
H -0.2124 1.1111 -1.9835
H 1.4767 1.5214 -2.5411
H 2.3686 0.6071 -0.5573
H -0.4528 0.0682 0.3988
O -1.2061 -0.1655 2.8870
H -1.3394 -1.1165 2.5865
H -0.2872 0.0417 2.6471
O -0.6325 -2.2756 -2.6018
H -0.5330 -1.9107 -3.4822
H 0.2606 -2.3572 -2.2382
O 3.8830 1.6474 0.5065
H 3.2407 2.1183 1.0494
H 4.5505 1.3464 1.1305
O 1.8806 -2.6665 -3.1136
H 1.4661 -2.0061 -3.6819
H 2.6591 -2.2613 -2.7206
O -2.2862 -1.7219 -0.4298
H -2.9262 -2.4401 -0.5316
H -1.8533 -1.7038 -1.3052
O -1.3309 2.4812 1.6345
H -1.8351 3.2967 1.5519
H -0.9849 2.4198 2.5315
O -1.0205 -2.5463 1.8184
H -0.0816 -2.3357 1.7391
H -1.4848 -2.2681 1.0064
O -3.3046 0.8704 0.7322
H -2.6263 1.1026 1.4074
H -3.2388 -0.0904 0.6205
*
```

Record 6
Density functional theory data (wB97M-V/def2-TZVPD) for 3 unconnected molecules or ions with the total composition C8H6NO4 in a non-equilibrium geometry.

Values from the calculation:
- Maximum force: 3.755 eV/A
- Electronic energy: -18062.210 eV
- Energy relative to the best compared isomer or geometry (same formula, charge and spin): 27.98 kJ/mol
- Gap between HOMO and LUMO: 0.2100 Ha
- LUMO: -7.0547 eV

```
! RIJCOSX wB97M-V def2-TZVPD def2/J DEFGRID3
* xyz 1 1
C 2.8100 -0.8688 0.5172
C 2.0247 -0.2584 1.5164
C 2.4395 -0.9008 -0.9173
C 0.7757 0.4398 1.2423
C 1.2632 -0.1206 -1.1300
C 0.4507 0.4823 -0.1308
C -2.9634 -1.5194 -0.5250
C -0.7100 1.3491 -0.5094
N -3.9925 1.1561 0.8641
O -3.5850 -0.6622 -0.0297
O -4.0279 1.9057 0.0845
O -1.8047 1.5444 0.0580
O -2.3406 -2.3830 -0.9774
H 3.5795 -1.4748 0.8478
H 2.3766 -0.3155 2.4848
H 3.1052 -1.1420 -1.8280
H 0.2116 0.9653 1.9867
H 0.8718 -0.0519 -2.0991
H -0.4846 1.8547 -1.4553
*
```

> Which of these has the highest gap between HOMO and LUMO?

C3H5FO

> What is the LUMO in the third record?

0.9342 eV